1.
DFT (ωB97M-V/def2-TZVPD) results for a 2-piece molecular cluster, C4H10OS2 overall.

```
17
Properties=species:S:1:pos:R:3:forces:R:3:mulliken_charge:R:1
S 0.55628 -0.62900 -1.59334 0.98 -0.55 -0.83 -0.15
S -1.36519 -0.28172 1.22434 0.69 -0.66 -0.25 -0.08
O 1.39619 2.42470 1.05640 2.74 1.96 -0.32 -0.65
C -0.27042 0.91694 0.42982 -1.81 0.65 0.08 -0.43
C -0.38693 -1.78307 0.75476 -0.39 0.60 0.96 -0.65
C -0.35442 -1.94846 -0.74169 -0.78 -0.40 -0.25 -0.54
C -0.29951 0.88040 -1.08606 -0.37 -1.40 -0.27 -0.54
H 1.72999 1.50075 1.00012 1.05 2.02 0.12 0.41
H -1.37007 -1.94975 -1.18204 0.37 -0.18 0.41 0.31
H 1.61189 2.82007 0.18152 0.03 -0.33 0.92 0.33
H -0.87156 -2.60778 1.31193 0.22 0.22 -0.57 0.36
H 0.17735 1.71471 -1.63559 -0.04 -0.37 0.55 0.37
H 0.73804 0.87494 0.88444 -2.91 -1.96 -0.95 -0.04
H -1.33928 0.78579 -1.45398 0.39 0.34 0.31 0.31
H 0.10060 -2.93750 -0.94218 0.10 0.69 -0.43 0.33
H 0.65108 -1.68923 1.12783 -0.51 0.06 -0.02 0.30
H -0.70404 1.90826 0.66375 0.22 -0.69 0.51 0.36
```
Forces are in eV/Å.

The energy above the lowest of the compared OMol25 structures with the same formula, charge and spin is 209.4 kJ/mol. The structure (SMILES) is C1CSCCS1.O.

=====

2.
DFT (ωB97M-V/def2-TZVPD) results for an isolated molecule of C22H26N2O4.

```
54
Properties=species:S:1:pos:R:3:forces:R:3:mulliken_charge:R:1
O 1.31185 2.10426 -0.10131 -0.08 0.04 -0.25 -0.39
O 2.92961 -0.78639 2.07324 -0.14 0.02 0.36 -0.68
O -0.58870 -0.58224 0.84771 0.15 0.07 -0.03 0.03
O -0.24797 -2.60334 -0.13431 -0.13 -0.39 0.01 -0.69
N 3.57767 0.20619 0.16548 0.10 0.36 0.06 0.29
N 1.02626 -0.78241 -0.63708 -0.01 0.34 -0.06 0.29
C -3.89685 -2.18306 0.95321 0.09 0.10 0.02 -0.67
C -5.04110 -2.25559 0.17947 -0.10 -0.05 0.03 -0.53
C 3.53439 -2.23790 0.26411 -0.09 -0.13 0.10 -0.93
C -2.67060 3.25830 -0.18761 -0.14 0.05 0.03 -0.62
C 2.83249 -0.27586 -2.16186 0.00 -0.03 0.20 -0.63
C -1.69881 -1.12256 1.54884 -0.16 -0.26 0.24 -1.30
C -0.00322 2.48759 -0.05193 -0.17 0.10 -0.18 0.71
C -2.06359 3.04709 1.03622 -0.09 0.05 -0.06 -0.53
C 3.98192 0.09623 -1.21577 -0.03 -0.15 -0.44 -1.02
C -2.93704 -1.21404 0.69446 0.09 0.00 -0.04 0.57
C -3.13482 -0.32377 -0.35139 0.08 0.00 0.07 0.40
C -5.23397 -1.36486 -0.86323 -0.10 -0.01 -0.06 -0.48
C -0.61530 2.69465 -1.28737 0.20 -0.08 0.09 -0.30
C 3.28687 -0.89045 0.91540 0.38 -0.32 -0.03 0.77
C 2.00573 1.90199 1.11801 0.39 -0.05 0.40 -0.37
C -4.27721 -0.40061 -1.12784 -0.01 0.05 -0.04 -0.68
C 0.04162 -1.44091 0.00121 -0.01 0.30 0.01 0.51
C 3.44974 1.50372 0.79919 -0.42 0.13 0.31 -1.42
C 1.92838 -1.37642 -1.60132 -0.09 -0.44 -0.28 -0.38
C -0.73416 2.66543 1.11455 0.30 -0.07 0.07 -0.42
C -1.93881 3.08015 -1.35119 0.00 0.00 0.01 -0.57
C 2.69875 -2.55597 -0.98994 -0.14 0.08 -0.12 -1.02
H 3.32869 -2.98235 1.03409 0.08 0.14 -0.02 0.35
H -3.74351 -2.88449 1.76038 0.03 -0.11 0.08 0.38
H -1.86395 -0.43592 2.38554 0.07 -0.10 -0.10 0.46
H -6.12589 -1.42568 -1.46958 -0.07 -0.01 -0.05 0.38
H -0.03447 2.54775 -2.18533 0.08 -0.01 -0.09 0.37
H 1.32382 -1.78781 -2.42482 0.16 0.08 0.11 0.63
H -1.43707 -2.11340 1.93611 -0.07 0.18 0.00 0.38
H 3.89804 2.25630 0.14936 0.02 -0.04 0.04 0.39
H -5.78202 -3.01397 0.38639 -0.06 -0.06 0.01 0.38
H -2.38772 0.42850 -0.55576 0.08 0.07 -0.03 0.27
H 4.40687 1.05242 -1.52861 0.05 -0.12 0.07 0.42
H -0.28593 2.50041 2.08072 0.07 -0.04 0.09 0.44
H -3.70764 3.55240 -0.23685 -0.09 0.02 0.00 0.41
H 2.21869 0.60519 -2.35722 -0.01 0.04 -0.09 0.13
H 2.01930 2.83108 1.70190 -0.04 -0.07 -0.05 0.50
H 3.98917 1.47477 1.75204 -0.05 0.11 -0.09 0.49
H 3.33670 -2.98188 -1.76629 -0.01 -0.04 -0.04 0.46
H -2.40229 3.23709 -2.31385 -0.03 0.02 -0.09 0.40
H 3.25987 -0.60521 -3.10981 -0.03 0.00 -0.04 0.52
H -2.62796 3.17712 1.94769 -0.04 0.01 0.08 0.40
H 4.77322 -0.65547 -1.29639 0.00 0.10 -0.05 0.37
H 4.60202 -2.29461 0.03495 -0.01 -0.01 0.03 0.35
H 1.53345 1.10872 1.70752 0.01 0.13 -0.07 0.41
H 1.10584 0.20983 -0.47154 -0.10 -0.04 0.01 -0.17
H 1.94830 -3.30212 -0.72869 0.11 -0.01 -0.07 0.51
H -4.41861 0.29670 -1.94079 -0.02 0.06 -0.08 0.43
```
Forces are in eV/Å.

The energy above the lowest of the compared OMol25 structures with the same formula, charge and spin is 115.0 kJ/mol. The structure (SMILES) is O=C(N[C@@H]1CCC(=O)N(CCOc2ccccc2)CC1)OCc1ccccc1.

=====

3.
DFT (ωB97M-V/def2-TZVPD) results for an isolated ion of composition C5H14N3 and charge +1.

```
22
Properties=species:S:1:pos:R:3:forces:R:3:mulliken_charge:R:1
N 2.29033 1.66043 -1.22688 0.18 -0.64 -0.26 -0.37
N 2.16450 0.74398 1.08072 -3.17 -1.38 -2.07 -0.28
N 0.94942 -0.14130 -0.75653 -0.77 -0.33 2.53 -0.16
C -2.57832 -0.07883 -0.12098 2.22 -1.91 2.58 -0.25
C 1.82607 0.80679 -0.26012 -0.53 -1.02 -0.99 0.67
C 0.10234 -0.99206 0.17131 0.65 -1.02 1.52 -0.95
C -3.20226 -1.46938 0.14780 -3.77 -0.69 -0.94 -1.15
C -1.15913 -0.31842 0.78961 -1.86 0.66 -0.53 -0.50
H 2.97230 1.08651 1.50473 1.44 0.94 0.21 0.21
H -1.49064 -1.07848 1.56777 0.62 1.33 -0.80 0.33
H -0.05233 -2.04800 -0.35746 0.14 2.44 1.23 0.28
H -2.81543 -2.06181 0.95879 0.86 -0.09 0.00 0.35
H 0.64433 -1.16920 1.20427 -0.38 -0.42 -2.55 0.28
H -3.16220 0.75504 0.31026 0.43 -0.54 -0.13 0.27
H 3.00703 2.38456 -1.06255 -0.74 -0.82 0.01 0.25
H 0.39949 -0.07515 -1.61334 0.93 0.91 0.03 0.33
H -3.31616 -2.16941 -0.74121 0.29 1.06 0.91 0.27
H -4.26547 -1.39054 0.57872 1.10 0.23 -1.09 0.31
H -2.41866 0.10872 -1.17125 0.25 0.04 -0.26 0.32
H 2.09475 1.40003 -2.25432 0.50 0.64 2.55 0.27
H -0.93564 0.63177 1.34713 0.33 -0.80 -0.66 0.35
H 1.57675 0.09577 1.68158 1.27 1.40 -1.30 0.17
```
Forces are in eV/Å.

The energy above the lowest of the compared OMol25 structures with the same formula, charge and spin is 222.3 kJ/mol. The structure (SMILES) is CCCCNC(N)=[NH2+]. As for the total charge: +1.

=====

4.
DFT (ωB97M-V/def2-TZVPD) results for an isolated molecule of C3H3N3O.

```
10
Properties=species:S:1:pos:R:3:forces:R:3:mulliken_charge:R:1
O 0.94974 -1.17869 -0.51673 -0.03 -2.17 -1.73 -0.30
N 1.74908 -0.08670 0.08265 -3.76 -0.44 -0.44 -0.22
N -1.66128 0.33803 -0.21683 4.58 3.44 -0.29 -0.32
N -1.37461 -0.93848 0.22043 0.51 -0.92 -1.01 -0.34
C 0.90086 0.86033 0.09142 -0.84 1.24 2.60 -0.06
C -0.30458 -1.61227 -0.04388 0.34 7.62 -0.14 0.04
C -0.57793 1.16571 -0.26450 -0.73 -2.02 -0.81 0.08
H -0.51470 2.27041 -0.58602 -1.42 -1.81 0.49 0.31
H -0.33295 -2.46013 0.42414 0.55 -5.50 1.98 0.48
H 1.16637 1.64182 0.80931 0.81 0.55 -0.65 0.33
```
Forces are in eV/Å.

The energy above the lowest of the compared OMol25 structures with the same formula, charge and spin is 607.2 kJ/mol. The structure (SMILES) is C1=NN=CON=C1.

=====

5.
DFT (ωB97M-V/def2-TZVPD) results for a 2-piece molecular cluster, C6H12N2O2 overall.

```
22
Properties=species:S:1:pos:R:3:forces:R:3:mulliken_charge:R:1
O 1.01557 0.87518 -0.55967 -2.29 -1.12 -0.60 -0.65
O 0.34171 0.64912 2.33802 -0.18 -1.46 -0.68 -0.59
N -0.85687 -1.23674 1.41097 0.85 0.32 0.39 0.29
N -2.81611 0.03564 1.51576 0.52 -0.46 -0.02 -0.33
C 0.24194 -0.48980 1.94685 -0.76 1.07 1.05 0.19
C -0.11252 -2.50458 1.43879 0.04 -0.13 -0.23 -0.87
C 2.38081 -1.71266 1.16573 0.18 -0.14 -0.17 -1.42
C -2.22226 -1.06757 1.31806 -0.70 0.74 -0.34 -0.02
C -4.24952 0.08283 1.33031 -0.14 -0.04 0.04 -0.70
C 1.11373 -1.74088 2.00154 0.11 -0.03 -0.10 0.41
H -4.49352 0.82525 0.55706 0.06 -0.20 0.21 0.23
H 1.32627 -2.01156 3.04591 -0.07 0.14 -0.26 0.33
H 0.03383 -2.91741 0.43291 0.01 -0.06 0.24 0.33
H -0.54105 -3.25565 2.11226 0.06 0.14 -0.15 0.32
H 3.07128 -0.93998 1.53126 -0.23 -0.21 -0.12 0.33
H 0.73864 1.77896 -0.36573 0.12 -0.04 0.15 0.31
H 0.11757 0.40433 -0.68649 2.16 1.11 0.31 0.32
H 2.88610 -2.68631 1.21600 -0.05 0.23 0.01 0.40
H -4.72659 0.41539 2.26367 0.13 -0.08 -0.26 0.23
H -2.74149 -1.97671 0.97240 0.07 0.05 0.19 0.26
H 2.15508 -1.50194 0.11023 0.06 0.04 0.33 0.31
H -4.68264 -0.88951 1.04073 0.03 0.14 0.02 0.31
```
Forces are in eV/Å.

The energy above the lowest of the compared OMol25 structures with the same formula, charge and spin is 142.5 kJ/mol. The structure (SMILES) is C/N=C/N1C[C@@H](C)C1=O.O.